[1]
{
  "formula": "C35H31AsN4O7P2SSe2V",
  "method": "ωB97M-V with the def2-TZVPD basis set",
  "total_energy_ha": -11161.42942,
  "charge": 1,
  "orbital_gap_ev": 5.3609,
  "multiplicity": 1,
  "molar_mass_g_mol": 997.46,
  "relative_energy_kj_mol": 22.60,
  "elements": ["Se", "Se", "As", "V", "S", "P", "P", "O", "O", "O", "O", "O", "O", "O", "N", "N", "N", "N", "C", "C", "C", "C", "C", "C", "C", "C", "C", "C", "C", "C", "C", "C", "C", "C", "C", "C", "C", "C", "C", "C", "C", "C", "C", "C", "C", "C", "C", "C", "C", "C", "C", "C", "C", "H", "H", "H", "H", "H", "H", "H", "H", "H", "H", "H", "H", "H", "H", "H", "H", "H", "H", "H", "H", "H", "H", "H", "H", "H", "H", "H", "H", "H", "H", "H"],
  "coordinates": [[-2.21008, 2.35788, -3.11204], [2.81382, -0.90307, -1.87895], [2.38076, -1.55917, 3.00263], [3.21622, 0.13584, 0.32220], [3.73131, 1.51481, 3.05432], [-2.33345, 1.76125, -1.10778], [0.62205, -0.70775, -1.90252], [5.36727, -2.37266, -0.45892], [3.33576, -2.47357, 3.90623], [3.60840, 1.49520, 1.47775], [1.04549, -2.44454, 2.31775], [3.20197, -1.13763, 1.41048], [4.41222, 0.30727, 3.43411], [4.21547, 2.78763, 3.44617], [1.42476, 0.98895, 0.00983], [-0.17149, 2.32481, 0.53826], [6.54999, -2.43227, 1.46674], [1.05998, 2.02395, 0.77866], [-1.35045, -0.66402, -5.43701], [-4.24379, -1.78029, -1.78249], [-0.13017, -2.22878, -1.34823], [0.27791, 1.11509, -5.47248], [0.70200, 0.75844, -4.20732], [0.11304, -3.38764, -2.09327], [-3.57368, -0.23911, 0.42754], [-0.61432, 1.04488, 4.18567], [-0.42834, -4.58878, -1.67975], [1.33442, 2.42717, 3.92349], [-3.65198, 3.82135, 2.19005], [1.45497, 0.05357, 3.47711], [6.01389, -0.27697, 0.49153], [-2.93559, 2.94700, 1.39205], [-0.89543, -2.27917, -0.19196], [-0.74801, 0.40422, -6.08428], [-0.93621, -1.02680, -4.16571], [2.05392, 1.31364, 3.54118], [-0.00799, 2.28588, 4.25452], [-4.56226, 4.70221, 1.61874], [-3.12778, 2.94568, 0.00975], [5.94402, -1.79776, 0.44768], [0.11048, -0.07691, 3.79431], [-4.03113, 3.83743, -0.55886], [-3.21239, 0.18695, -0.85202], [0.08955, -0.31155, -3.55386], [-4.74813, 4.71117, 0.24638], [-3.56178, -0.58201, -1.95506], [-0.67266, 1.48199, -0.40584], [-4.26512, -1.42651, 0.59552], [5.06414, 0.33102, -0.52356], [0.34666, 0.61433, -0.74410], [-4.59536, -2.20182, -0.51063], [-1.20611, -4.63792, -0.52573], [-1.43709, -3.49120, 0.21481], [-1.41344, -1.85121, -3.65267], [1.49649, 1.31353, -3.72363], [1.82467, 3.39048, 3.94838], [-5.44851, 5.40191, -0.20341], [5.09294, 1.42461, -0.54753], [-1.06926, -1.38384, 0.38913], [-2.04165, -3.53317, 1.11093], [-4.16191, 3.84954, -1.63340], [0.74126, 1.94867, -5.98187], [-2.20508, 2.29113, 1.84573], [-4.51999, -2.37214, -2.64578], [-1.65955, 0.93685, 4.44517], [-1.63079, -5.58062, -0.20591], [-1.07887, 0.68628, -7.07509], [7.02943, 0.04162, 0.22858], [6.96623, -1.93606, 2.23410], [-4.56188, -1.74296, 1.58744], [5.84066, 0.07643, 1.50789], [-3.49659, 3.82474, 3.26161], [1.23538, -3.39301, 2.35643], [-0.36597, -1.04601, 3.74706], [-0.24390, -5.48848, -2.25076], [6.53888, -3.43807, 1.48594], [-5.11866, 5.38690, 2.24522], [-5.14281, -3.12620, -0.37859], [-3.33559, 0.36529, 1.29350], [-0.57720, 3.15416, 4.55750], [5.20584, -0.07386, -1.51713], [-2.14795, -1.21231, -5.92017], [0.72625, -3.34885, -2.98626], [-3.31811, -0.21710, -2.94554]],
  "atomic_forces_ev_per_a": [[-0.08, 0.05, 0.09], [0.03, 0.10, 0.07], [0.12, -0.16, 0.09], [0.18, 0.08, 0.55], [-0.01, -0.01, 0.11], [0.00, 0.01, 0.00], [0.02, -0.01, -0.04], [-0.01, 0.01, -0.01], [-0.06, 0.06, -0.03], [-0.02, -0.08, -0.28], [-0.01, 0.05, 0.01], [-0.22, 0.10, -0.34], [-0.01, 0.04, 0.00], [0.01, 0.01, -0.06], [-0.17, -0.04, 0.01], [0.09, 0.02, -0.08], [0.04, 0.00, -0.04], [0.02, -0.06, 0.01], [-0.01, -0.01, 0.01], [0.00, 0.01, -0.01], [-0.03, -0.04, -0.04], [0.02, -0.04, -0.02], [0.03, -0.05, -0.01], [0.01, 0.03, 0.02], [0.03, 0.02, -0.01], [-0.02, -0.02, -0.01], [-0.02, -0.02, 0.02], [-0.01, 0.00, 0.00], [-0.03, 0.03, 0.00], [0.06, 0.06, 0.00], [-0.01, 0.03, -0.02], [0.00, -0.07, 0.04], [0.01, 0.01, 0.03], [0.01, 0.01, 0.00], [0.00, -0.01, -0.01], [-0.05, -0.05, 0.01], [0.03, 0.03, -0.01], [0.02, -0.01, 0.02], [0.01, 0.00, 0.00], [0.03, -0.02, -0.01], [-0.01, -0.02, 0.01], [0.00, 0.00, -0.01], [-0.01, -0.02, 0.01], [0.01, 0.01, -0.03], [0.00, 0.00, -0.02], [0.00, 0.00, 0.00], [-0.09, 0.05, 0.09], [-0.01, -0.02, -0.01], [0.08, 0.00, 0.01], [0.09, 0.01, -0.11], [-0.01, 0.00, 0.01], [0.00, -0.02, -0.02], [0.01, 0.02, 0.01], [-0.01, 0.01, -0.01], [0.00, 0.00, 0.00], [-0.01, 0.00, 0.00], [0.00, 0.00, 0.00], [-0.02, 0.00, -0.02], [-0.01, 0.00, 0.01], [0.00, 0.01, 0.00], [0.00, 0.01, 0.00], [0.00, 0.00, 0.01], [-0.04, 0.01, 0.00], [0.00, 0.00, 0.00], [0.01, -0.01, 0.00], [0.00, 0.00, 0.00], [0.00, 0.00, 0.00], [0.00, -0.04, -0.04], [-0.03, 0.01, 0.03], [0.00, 0.00, 0.00], [0.01, 0.02, 0.02], [0.00, 0.00, -0.01], [0.01, -0.03, -0.01], [-0.02, 0.01, 0.00], [0.00, 0.00, 0.00], [-0.02, 0.00, 0.02], [0.00, 0.00, 0.00], [0.00, 0.00, 0.00], [-0.01, 0.01, 0.01], [0.01, 0.00, 0.00], [0.02, -0.07, 0.02], [0.00, 0.00, 0.00], [0.00, 0.00, 0.00], [0.00, 0.00, 0.00]],
  "lowdin_charge": [0.426, 0.723, 1.051, 0.781, 0.601, 0.556, 0.774, 0.019, -0.361, -0.407, -0.216, -0.416, -0.285, -0.210, -0.154, 0.058, 0.201, 0.008, -0.061, -0.062, -0.354, -0.076, -0.128, -0.090, -0.086, -0.047, -0.051, -0.025, -0.071, -0.243, -0.150, -0.111, -0.087, -0.055, -0.099, -0.288, -0.031, -0.067, -0.339, -0.563, -0.063, -0.095, -0.337, -0.389, -0.062, -0.110, -0.357, -0.080, -0.223, -0.390, -0.074, -0.049, -0.071, 0.101, 0.106, 0.130, 0.111, 0.100, 0.096, 0.113, 0.064, 0.118, 0.070, 0.111, 0.118, 0.115, 0.117, 0.147, 0.118, 0.111, 0.094, 0.103, 0.079, 0.109, 0.116, 0.125, 0.110, 0.112, 0.096, 0.121, 0.036, 0.116, 0.118, 0.052]
}

[2]
{
  "formula": "C57H45N6O3V",
  "method": "ωB97M-V with the def2-TZVPD basis set",
  "total_energy_ha": -3697.37125,
  "charge": 0,
  "orbital_gap_ev": [6.5828, 5.0163],
  "multiplicity": 3,
  "molar_mass_g_mol": 912.97,
  "elements": ["V", "O", "O", "O", "N", "N", "N", "N", "N", "N", "C", "C", "C", "C", "C", "C", "C", "C", "C", "C", "C", "C", "C", "C", "C", "C", "C", "C", "C", "C", "C", "C", "C", "C", "C", "C", "C", "C", "C", "C", "C", "C", "C", "C", "C", "C", "C", "C", "C", "C", "C", "C", "C", "C", "C", "C", "C", "C", "C", "C", "C", "C", "C", "C", "C", "C", "C", "H", "H", "H", "H", "H", "H", "H", "H", "H", "H", "H", "H", "H", "H", "H", "H", "H", "H", "H", "H", "H", "H", "H", "H", "H", "H", "H", "H", "H", "H", "H", "H", "H", "H", "H", "H", "H", "H", "H", "H", "H", "H", "H", "H", "H"],
  "coordinates": [[-0.58294, -0.81212, 0.76025], [-1.96598, -5.40382, -3.77749], [0.02246, 0.57018, 1.24414], [-0.13279, 0.51742, -1.62064], [-0.83236, -1.43692, 2.61979], [-2.37903, -0.65062, 0.94927], [-0.12486, -5.32225, -2.47884], [1.19426, -2.54196, 1.30315], [2.06363, -0.01345, -0.06422], [-1.36880, -1.79686, -0.74195], [-4.89447, 0.39831, 1.29551], [3.63431, -3.13268, 2.52631], [2.64544, 3.31423, -3.13055], [1.03959, 4.10416, 1.13471], [-4.24962, -0.27094, 2.41282], [-0.20419, 5.19483, -0.60517], [-0.18543, -1.60703, -4.42432], [-3.08965, -1.55619, -2.52877], [-1.48909, 1.93415, 3.05420], [-4.73632, -0.43114, 3.70649], [-2.72888, -2.75282, -3.02271], [0.35811, 2.91751, 0.89441], [-1.89918, -0.97674, -5.98093], [-1.30021, -4.79360, -2.95952], [2.62174, -2.49174, 3.26610], [3.40506, -3.45754, 1.21655], [1.60474, -1.06281, -2.16996], [2.76206, 0.83232, 0.68128], [-2.40813, -0.98019, -1.34498], [1.75599, -1.48059, 5.26467], [-1.99144, 0.26056, -5.36688], [-2.05428, -1.14526, 3.17442], [-0.99834, -1.90916, -5.50457], [0.76028, 5.23471, 0.38757], [0.53084, 2.41380, 4.24323], [2.12110, 1.36739, 1.93808], [-0.90619, 4.02194, -0.82644], [-2.23294, 2.19712, 4.18681], [2.22954, 0.91298, -4.42635], [-1.16636, 0.56651, -4.30247], [-4.40365, 0.25615, 0.05669], [-0.10080, 2.00916, 3.07833], [2.16060, -3.14553, 0.65027], [-2.92706, -0.66975, 2.17684], [2.55628, -0.42170, -1.22794], [0.60749, 1.67852, 1.75652], [-1.68400, -3.49825, -2.39815], [3.85961, -0.12219, -1.62221], [-1.08659, -2.96124, -1.25577], [-3.92183, -0.98661, 4.68265], [2.78164, -2.12005, 4.61230], [1.55475, 1.17519, -3.23907], [3.10274, 1.84159, -4.95933], [4.62418, 0.69771, -0.81800], [-0.64257, 2.89297, -0.06863], [-0.21813, 2.71167, 5.37204], [-3.32574, -0.78021, -0.12062], [-0.24965, -0.36222, -3.81942], [1.39549, -2.22202, 2.59778], [3.30183, 3.05376, -4.31989], [1.77518, 2.38081, -2.59281], [4.05043, 1.22334, 0.32844], [-2.59653, -1.34434, 4.44296], [0.54048, -1.22408, 4.63662], [-1.59597, 2.58248, 5.35447], [0.63298, 0.09221, -2.64312], [0.30992, -1.61365, 3.31535], [2.65733, 2.26583, 2.24281], [-0.41295, 6.07723, -1.19398], [3.62263, 1.62311, -5.88149], [-1.21673, 1.54165, -3.83980], [5.63766, 0.95380, -1.09531], [0.98720, -1.79910, -1.66279], [1.29425, 6.15240, 0.59054], [-1.18514, 1.97473, -0.24919], [-4.78865, 0.79626, -0.79233], [-1.98057, 1.67221, 2.12875], [1.77973, 4.16298, 1.91891], [-2.69909, 0.99265, -5.72991], [-3.30765, 2.10027, 4.15072], [-3.20715, -3.18941, -3.88549], [2.21806, 0.61420, 2.72869], [-4.32749, -1.15635, 5.66964], [-1.66306, 3.98168, -1.59582], [0.28092, 3.04568, 6.27140], [-5.72360, 1.05790, 1.51288], [3.96359, 3.79089, -4.75212], [1.60481, 2.50302, 4.28626], [3.71872, -2.33210, 5.10458], [1.96752, -3.42303, -0.37954], [4.59717, 1.91780, 0.94641], [-5.75100, -0.14465, 3.93847], [-2.17347, 2.80010, 6.24048], [-0.36838, -3.55566, -0.69399], [2.14064, -1.49547, -3.01286], [-2.01862, -1.80789, 5.22810], [-3.88651, -0.97363, -2.96415], [-2.54066, -1.22011, -6.81291], [4.57454, -3.35312, 3.01134], [2.80607, 4.25238, -2.61805], [4.25004, -0.50762, -2.55041], [4.15911, -3.94945, 0.62106], [0.19616, -6.16930, -2.91926], [2.07032, -0.02601, -4.93775], [0.48967, -2.37107, -4.07178], [-0.91350, -2.87865, -5.97331], [0.58190, -4.71887, -2.09804], [-3.82928, -1.77183, -0.01239], [-1.86632, -0.02720, -1.61376], [1.89156, -1.16631, 6.28929], [-0.22263, -0.66925, 5.15957], [1.26415, 2.57397, -1.66274]],
  "atomic_forces_ev_per_a": [[0.63, -4.28, 0.05], [-0.12, 0.34, 0.12], [1.04, 4.13, 0.92], [-0.15, 0.08, 0.81], [-0.20, -0.25, -0.65], [-0.97, 0.60, -0.40], [0.07, 0.01, 0.02], [-0.45, 0.28, -0.65], [0.04, -0.40, -0.05], [-0.17, -1.49, -2.46], [-0.08, 0.13, -0.30], [-0.16, 0.07, -0.26], [0.02, 0.14, -0.02], [0.04, -0.11, -0.05], [0.71, -0.25, 0.06], [-0.05, 0.02, -0.06], [0.03, 0.20, -0.06], [0.26, 0.27, 0.60], [0.06, 0.10, 0.05], [0.04, -0.04, 0.04], [0.24, -0.67, -0.02], [-0.12, -0.27, -0.36], [-0.11, -0.26, -0.10], [0.47, -0.89, -0.20], [-0.36, 0.02, -0.29], [0.08, -0.05, 0.24], [-0.16, 0.33, -0.07], [0.35, 0.26, -0.03], [-0.75, 0.56, -0.27], [0.61, -0.23, -0.03], [-0.04, 0.15, 0.05], [-1.14, 0.21, 0.00], [0.00, -0.07, -0.21], [0.08, 0.09, 0.04], [0.07, -0.06, -0.16], [-0.41, -0.19, -0.08], [-0.10, 0.04, 0.06], [-0.06, 0.02, -0.09], [0.11, 0.11, 0.04], [-0.09, -0.02, -0.03], [0.06, 0.01, -0.21], [-0.08, -0.22, 0.05], [-0.10, -0.03, -0.06], [-0.52, -0.24, 1.49], [0.57, -0.07, -0.10], [1.23, 1.93, 1.17], [-1.08, 0.71, -0.42], [-0.04, -0.05, 0.15], [0.28, 0.05, 0.71], [-0.12, -0.01, 0.07], [-0.14, 0.19, 0.28], [-0.05, -0.03, -0.01], [0.04, -0.06, -0.16], [-0.07, 0.02, 0.08], [0.01, -0.06, 0.10], [0.01, 0.01, 0.14], [-0.32, -0.64, -0.11], [0.15, -0.26, 0.19], [0.28, 0.00, 0.88], [0.14, 0.13, -0.01], [-0.14, -0.15, 0.11], [-0.04, -0.02, -0.02], [0.24, -0.04, -0.16], [-0.45, 0.01, -0.77], [0.02, 0.08, 0.09], [0.10, -0.26, -0.51], [0.97, -0.17, 1.01], [-0.06, -0.09, 0.10], [-0.01, 0.03, -0.04], [0.03, 0.00, -0.10], [0.03, 0.08, 0.12], [0.03, 0.03, -0.01], [0.06, -0.16, -0.09], [0.05, 0.05, -0.01], [0.08, 0.14, -0.09], [-0.16, 0.11, -0.12], [-0.09, -0.01, -0.01], [0.10, 0.00, 0.08], [-0.05, 0.07, -0.04], [-0.10, 0.00, 0.03], [-0.04, -0.01, -0.07], [-0.06, 0.09, 0.09], [-0.02, 0.01, 0.08], [-0.08, -0.01, -0.07], [0.04, -0.02, 0.05], [-0.06, 0.08, -0.11], [0.08, 0.05, 0.00], [0.18, -0.02, 0.00], [0.08, 0.00, 0.08], [-0.01, 0.15, -0.08], [0.04, 0.10, 0.12], [-0.11, 0.06, 0.07], [-0.04, 0.02, 0.09], [0.05, 0.12, -0.07], [0.02, -0.15, 0.01], [0.01, 0.04, 0.07], [-0.08, 0.04, -0.11], [-0.06, -0.02, -0.16], [0.11, -0.03, -0.02], [0.00, 0.09, 0.05], [-0.01, -0.01, -0.15], [0.01, -0.03, -0.06], [-0.07, 0.04, -0.05], [-0.03, -0.08, -0.09], [0.20, -0.04, 0.09], [-0.08, -0.12, -0.06], [0.03, -0.02, 0.00], [0.12, 0.24, 0.11], [-0.17, -0.26, -0.02], [0.00, 0.04, 0.09], [-0.07, -0.01, 0.05], [-0.06, -0.04, 0.07]],
  "lowdin_charge": [1.102, 0.070, -0.228, -0.197, 0.003, -0.074, 0.168, 0.102, 0.173, -0.016, -0.028, 0.005, -0.072, -0.022, -0.168, -0.089, -0.059, 0.035, -0.009, -0.053, -0.006, -0.132, -0.095, -0.504, -0.158, -0.034, -0.054, -0.227, -0.243, -0.069, -0.076, -0.201, -0.090, -0.080, -0.032, -0.019, -0.065, -0.056, -0.038, -0.022, 0.000, -0.125, -0.130, -0.213, -0.274, -0.391, -0.094, -0.012, -0.062, -0.091, -0.049, -0.152, -0.084, -0.047, -0.035, -0.081, -0.245, -0.153, -0.156, -0.101, -0.008, -0.011, -0.016, -0.010, -0.081, -0.502, -0.209, 0.110, 0.101, 0.098, 0.126, 0.108, 0.076, 0.101, 0.098, 0.106, 0.114, 0.111, 0.102, 0.105, 0.126, 0.128, 0.099, 0.107, 0.101, 0.114, 0.095, 0.109, 0.108, 0.095, 0.109, 0.108, 0.101, 0.114, 0.114, 0.103, 0.129, 0.099, 0.120, 0.099, 0.115, 0.107, 0.112, 0.116, 0.104, 0.108, 0.074, 0.174, 0.144, 0.108, 0.103, 0.093]
}

Which formula does entry 1 have? C35H31AsN4O7P2SSe2V